C43H105Br3N2O26P6 as an isolated structure, computed with ωB97M-V/def2-TZVPD.

As for the total charge: +1. The HOMO-LUMO gap (alpha / beta) is 7.6193 / 2.7604 eV. The spin multiplicity is 2.

Positions of all 185 atoms, in Å:
C -1.47455 3.43975 -6.09516
O -2.12680 3.80727 -7.07284
N -0.41588 2.57134 -6.13130
C 0.34905 2.21231 -4.96325
C 0.09689 1.99353 -7.38749
H -1.75565 3.77794 -5.08579
H 0.78809 1.22443 -5.10266
H -0.20830 2.20460 -4.02655
H 1.11382 2.97031 -4.79391
H -0.30181 2.52375 -8.25236
H 1.15995 2.23383 -7.40383
H -0.04272 0.92702 -7.56395
C 0.55625 -0.10483 -1.81713
O 0.41106 1.03942 -1.34692
N 0.72071 -1.21394 -1.08527
C 0.69112 -2.58240 -1.68408
C 0.48034 -1.06131 0.34927
H 0.56957 -0.28483 -2.90323
H 1.48607 -3.09133 -1.13896
H 0.83053 -2.60247 -2.76493
H -0.31537 -2.91143 -1.42557
H -0.50356 -1.40767 0.66561
H 1.30088 -1.63582 0.77910
H 0.53258 -0.04120 0.72969
C 4.94165 -2.18039 -3.38018
Br 6.36230 -2.38136 -4.79877
Br 5.53555 -2.69219 -1.58259
Br 3.38810 -3.27130 -3.81956
H 4.61434 -1.14634 -3.27198
C -2.02252 1.61247 2.02155
C -3.28593 1.51723 2.85978
O -3.56689 2.81814 3.23703
P -4.54944 3.18741 4.47178
O -5.23831 2.04586 5.07743
O -3.69911 4.11166 5.51301
C -2.38859 3.75345 5.86103
C -1.93640 4.70486 6.95569
O -5.56488 4.29420 3.79438
C -6.51696 3.86950 2.88799
C -5.98871 4.42246 1.52036
H -1.10574 2.07581 2.38616
H -1.68182 0.61883 1.73052
H -2.26773 2.22253 1.15218
H -4.08347 1.03999 2.29034
H -3.12457 0.85740 3.71225
H -2.41799 2.72085 6.20885
H -1.64392 3.76369 5.06513
H -2.12372 5.74292 6.68106
H -2.53436 4.51148 7.84628
H -0.87515 4.66349 7.20094
H -6.56710 2.78295 2.95872
H -7.53734 4.20641 3.07075
H -6.37965 3.84300 0.68403
H -6.24072 5.48087 1.45423
H -4.91451 4.38289 1.33974
C 1.03928 2.08628 6.21516
C 0.63906 1.19141 5.04565
O -0.55990 0.56255 5.25875
P -0.70841 -1.03412 5.36183
O 0.02354 -1.70013 6.48222
O -0.44713 -1.49965 3.83853
C -0.68778 -2.89883 3.56763
C -2.03758 -3.07939 2.71785
O -2.32326 -1.26520 5.51471
C -2.96522 -1.43730 6.74495
C -3.18803 -0.09051 7.31235
H 0.96360 3.15038 5.99143
H 0.37115 1.90559 7.05721
H 2.07541 1.93141 6.51609
H 0.56962 1.81618 4.15518
H 1.48442 0.51425 4.92349
H 0.16860 -3.25090 2.99251
H -0.74176 -3.53657 4.44994
H -2.35112 -4.08462 2.43623
H -2.86172 -2.58205 3.22925
H -2.06858 -2.36500 1.89518
H -3.91020 -1.96790 6.62841
H -2.33529 -2.03134 7.40708
H -3.56163 0.70754 6.67076
H -3.92368 -0.19002 8.11049
H -2.29791 0.29546 7.80917
C 1.44539 -10.51480 -0.25579
C 1.99766 -9.07880 -0.06532
O 1.12792 -8.00839 -0.16320
P 1.00238 -7.01536 1.10477
O 0.01484 -5.92932 0.93716
O 2.58751 -6.57222 1.41485
C 2.90479 -5.22424 1.19514
C 4.44303 -5.19887 1.17475
O 0.70825 -8.01999 2.38031
C 0.40289 -7.55596 3.71310
C -0.35956 -8.64123 4.48139
H 1.24811 -10.66630 -1.31703
H 2.10686 -11.23817 0.22098
H 0.58523 -10.64990 0.39994
H 2.63276 -9.02743 0.81906
H 2.74117 -9.04590 -0.86170
H 2.53626 -4.79274 0.26451
H 2.49730 -4.54082 1.94011
H 4.82878 -4.35148 0.60799
H 4.87017 -5.25187 2.17617
H 4.86196 -6.02777 0.60423
H 1.39208 -7.34194 4.11784
H -0.14293 -6.61603 3.63096
H 0.25632 -9.47949 4.80712
H -0.70860 -8.17080 5.40061
H -1.30068 -8.96252 4.03512
C -4.14234 8.07392 -6.14119
C -3.18919 6.93560 -6.45215
O -2.90606 6.17487 -5.26200
P -2.09276 6.79135 -3.99562
O -1.14713 7.93149 -4.33448
O -3.37333 7.10244 -2.98925
C -4.27396 6.13973 -2.63163
C -5.17630 6.72681 -1.54590
O -1.40462 5.50001 -3.29930
C -0.74903 5.71909 -2.04473
C -0.64494 4.34016 -1.35414
H -4.36327 8.64014 -7.04600
H -5.12188 7.80025 -5.74913
H -3.67961 8.76037 -5.43211
H -3.71106 6.26964 -7.13936
H -2.30568 7.25002 -7.00772
H -4.85525 5.92580 -3.52855
H -3.77686 5.20607 -2.36846
H -4.57473 6.83071 -0.64289
H -5.57504 7.71136 -1.79041
H -6.07766 6.12286 -1.44154
H 0.22630 6.17443 -2.21646
H -1.30505 6.42304 -1.42555
H -0.08766 3.67596 -2.01474
H 0.01379 4.31709 -0.48602
H -1.55178 3.75541 -1.19977
C 8.60739 0.53725 5.86244
C 7.41549 1.29413 5.22765
O 6.71131 0.45910 4.34444
P 5.48419 1.04609 3.48893
O 4.42854 1.62583 4.37599
O 6.10213 2.02979 2.37015
C 6.20577 3.44482 2.50260
C 7.51122 3.81996 1.99669
O 5.00536 -0.24109 2.57894
C 3.72229 -0.23325 1.94439
C 3.66215 0.44824 0.64984
H 9.27723 0.23734 5.05655
H 9.20219 1.09157 6.58843
H 8.24978 -0.35558 6.37533
H 6.67500 1.52531 5.99336
H 7.57607 2.27080 4.77111
H 5.43545 3.90815 1.88612
H 6.01879 3.81783 3.50957
H 7.63951 4.90158 2.03845
H 8.35239 3.35573 2.51150
H 7.66237 3.44568 0.98418
H 3.42034 -1.27848 1.87797
H 2.96306 0.18952 2.60238
H 2.63397 0.48527 0.28988
H 4.01925 1.47755 0.61694
H 4.31895 -0.02580 -0.07955
C 2.37326 -1.33722 -7.41481
C 1.05176 -1.99720 -7.75910
O 0.21062 -2.01676 -6.59138
P -0.25379 -3.42013 -5.88130
O 0.76544 -4.38430 -5.44929
O -1.32890 -4.09801 -7.01883
C -2.14436 -3.21854 -7.81974
C -2.99549 -4.14509 -8.58065
O -1.22136 -2.86750 -4.72857
C -2.09924 -3.69445 -3.98227
C -3.30718 -2.81156 -3.60520
H 2.97770 -1.14890 -8.30211
H 2.18392 -0.39628 -6.89823
H 2.95238 -1.92214 -6.70026
H 0.41030 -1.35577 -8.36342
H 1.21016 -2.94349 -8.27635
H -2.67087 -2.57383 -7.11600
H -1.58662 -2.65939 -8.57098
H -3.75779 -3.66668 -9.19557
H -2.39264 -4.65360 -9.33305
H -3.55278 -4.76764 -7.88067
H -2.42437 -4.51661 -4.61978
H -1.56892 -4.09556 -3.11857
H -3.72957 -2.13908 -4.35183
H -4.17039 -3.33758 -3.19744
H -2.96039 -2.20089 -2.77158